Molecular formula: C6H8Si
Method: DFT, ωB97M-V with the def2-TZVPD basis set

Values from the calculation:
- M (g mol⁻¹) = 108.216
- largest force on an atom (hartree/bohr) = 0.09551
- frontier orbital gap (eV) = 8.1
- structure (SMILES) = C1=C[C@@H]2[SiH2][C@@H]2C=C1
- LUMO level (eV) = 0.81

```
! wB97M-V def2-TZVPD RIJCOSX def2/J DEFGRID3
* xyz 0 1
C 1.52430 -0.65649 -0.41032
C 0.56640 -1.39271 0.15933
C -0.65051 -0.80897 0.65452
Si -1.90549 -0.08525 -0.49652
C -0.69312 0.86241 0.63556
C 0.53007 1.45087 0.11394
C 1.59177 0.72086 -0.33157
H 2.28414 -1.29689 -0.93578
H 0.58827 -2.44710 0.19766
H -1.01421 -1.25545 1.52980
H -3.29120 0.19060 -0.49628
H -1.47017 -0.46935 -1.76257
H -0.99184 1.26072 1.61622
H 0.63053 2.49023 0.26984
H 2.30106 1.43651 -0.74384
*
```

Molecular formula: C6H9B3F12N3Ni
Method: DFT, ωB97M-V with the def2-TZVPD basis set

Values from the calculation:
- M (g mol⁻¹) = 442.264
- largest force on an atom (hartree/bohr) = 0.06642
- frontier orbital gap (spin up / spin down) (eV) = 11.8 / 3.8
- <S²> = 3.7570
- LUMO level (spin up / spin down) (eV) = 0.26 / -7.68

```
! wB97M-V def2-TZVPD RIJCOSX def2/J DEFGRID3
* xyz 0 4
Ni 21.75942 -20.19239 9.97192
B 23.97214 -20.90954 12.33509
F 24.93175 -21.65884 11.70129
F 23.14528 -20.26052 11.41014
F 23.25460 -21.75764 13.08187
F 24.65037 -19.85422 13.04502
B 22.46920 -23.40144 10.30641
F 21.80179 -24.13014 9.33925
F 22.03614 -22.13522 10.41273
F 22.36627 -23.94069 11.58634
F 23.76836 -23.38728 9.97885
B 21.57695 -17.59504 9.26524
F 22.43418 -16.69516 8.70162
F 20.47572 -16.97577 9.72180
F 21.24179 -18.53239 8.35799
F 22.26169 -18.21923 10.25460
C 18.02143 -21.25269 7.14138
C 19.17683 -21.18043 8.04149
N 20.08950 -21.11820 8.74181
H 17.19530 -20.92409 7.77196
H 17.83729 -22.27420 6.80867
H 18.01110 -20.48561 6.36705
C 19.23439 -19.70843 13.82499
C 19.83396 -19.83380 12.51226
N 20.26483 -20.02603 11.48692
H 19.23905 -18.68609 14.20300
H 19.87594 -20.34725 14.43197
H 18.21434 -20.08706 13.89010
C 25.49183 -21.53695 7.19114
C 24.25513 -21.11516 7.85381
N 23.31564 -20.73203 8.40221
H 25.87051 -22.43248 7.68381
H 26.18884 -20.73043 7.41872
H 25.35089 -21.69997 6.12265
*
```

Molecular formula: C6H9BiCl2O6PPr
Method: DFT, ωB97M-V with the def2-TZVPD basis set

Values from the calculation:
- M (g mol⁻¹) = 628.900
- largest force on an atom (hartree/bohr) = 0.15416
- frontier orbital gap (spin up / spin down) (eV) = 4.3 / 4.3
- <S²> = 2.0050
- LUMO level (spin up / spin down) (eV) = -17.72 / -17.72

```
! wB97M-V def2-TZVPD RIJCOSX def2/J DEFGRID3
* xyz 4 3
Bi 2.47305 1.13474 -4.72707
Pr 0.51812 0.84370 -0.47160
Cl 3.01424 -1.16163 -3.86950
Cl -1.24721 1.41455 -2.22214
C 0.07934 2.18465 1.73313
C 3.64482 0.42344 -6.68847
C 2.86941 3.40276 -6.43836
O 0.08263 2.52089 2.85917
O 4.68824 0.46116 -7.19568
O 3.03523 4.27046 -7.16524
C -4.14511 -0.45171 1.64343
O -2.87854 -0.36204 0.93477
P -1.37972 -0.04808 1.49076
O -1.24056 -0.74220 2.99485
C -0.90449 -0.28784 4.34275
O 1.23329 -1.05717 0.15792
C 1.45641 -2.33383 0.68381
H -4.84276 -0.84951 0.88408
H -4.43141 0.51631 2.12250
H -4.03438 -1.29543 2.36048
H -1.52267 0.55564 4.70455
H -1.07134 -1.16461 4.98487
H 0.14254 0.02431 4.37193
H 2.18813 -2.29774 1.50229
H 0.51741 -2.68133 1.11476
H 1.75532 -3.01950 -0.10799
*
```

Molecular formula: C6H9BrSi
Method: DFT, ωB97M-V with the def2-TZVPD basis set

Values from the calculation:
- M (g mol⁻¹) = 189.128
- largest force on an atom (hartree/bohr) = 0.07249
- frontier orbital gap (spin up / spin down) (eV) = 8.5 / 6.8
- LUMO level (spin up / spin down) (eV) = -0.59 / -0.28

```
! wB97M-V def2-TZVPD RIJCOSX def2/J DEFGRID3
* xyz 0 1
C -1.87408 2.61417 1.06827
C -0.15161 -1.71709 1.94316
C 2.28840 -0.71707 -2.15784
C -1.98148 1.89167 -0.00610
C -0.80776 -1.43483 0.82874
C 1.76396 -0.74323 -0.96582
Si -0.06016 -0.90714 -0.75423
Br -1.10390 -1.94023 -2.52828
H -2.71854 3.02337 1.48207
H -0.92240 2.70196 1.67224
H -0.56432 -1.87882 2.94369
H 0.89715 -1.64227 2.03169
H 3.27387 -0.36633 -2.15214
H 1.59184 -0.94723 -2.93724
H -2.88289 1.73489 -0.52679
H -1.84263 -1.07826 0.90233
H 2.53138 -0.52599 -0.24556
*
```

Molecular formula: C6H9Cl
Method: DFT, ωB97M-V with the def2-TZVPD basis set

Values from the calculation:
- M (g mol⁻¹) = 116.591
- largest force on an atom (hartree/bohr) = 0.06007
- frontier orbital gap (eV) = 8.3
- LUMO level (eV) = -0.33

```
! wB97M-V def2-TZVPD RIJCOSX def2/J DEFGRID3
* xyz 0 1
C -1.17156 -0.50647 1.01894
C 0.11687 1.68956 1.02034
C -0.13125 0.51710 0.39111
C -2.51452 -0.96328 0.50093
C 1.59707 -0.91881 -0.96180
C 0.54015 0.17336 -0.92423
Cl -3.07930 -0.34108 -0.96613
H -0.62348 -1.39129 1.15062
H -1.44864 -0.07173 2.04446
H -0.29868 1.72985 2.00029
H 0.63785 2.60258 0.60393
H 2.36874 -1.00878 -0.13934
H 2.09127 -0.85153 -1.85375
H 1.21423 -1.89271 -0.90514
H -0.15374 0.03924 -1.68950
H 0.85499 1.19400 -1.29073
*
```

Which E belongs to each record? In order, -522.79696 -3180.03660 -2677.06783 -3097.33290 -694.03580 Eh.